(1)
{
  "formula": "C22H39OsPS4",
  "method": "ωB97M-V/def2-TZVPD",
  "elements": ["Os", "S", "S", "S", "S", "P", "C", "C", "C", "C", "C", "C", "C", "C", "C", "C", "C", "C", "C", "C", "C", "C", "C", "C", "C", "C", "C", "C", "H", "H", "H", "H", "H", "H", "H", "H", "H", "H", "H", "H", "H", "H", "H", "H", "H", "H", "H", "H", "H", "H", "H", "H", "H", "H", "H", "H", "H", "H", "H", "H", "H", "H", "H", "H", "H", "H", "H"],
  "positions_angstrom": [[-1.0977, -0.3593, -0.2654], [-1.5072, -2.7408, -0.2894], [-1.4263, 2.0354, -0.0771], [-2.8799, -0.2354, -1.7736], [-1.7937, -0.4247, 1.8670], [1.3989, 0.0871, -0.2356], [-3.8687, 1.1902, -1.2345], [2.2373, -2.6725, -0.4094], [-2.2130, -3.0547, 1.3745], [-2.9158, -2.9134, -1.4449], [3.7625, -0.9728, 0.6494], [3.4149, 3.3650, 1.0318], [0.5723, -0.6548, -2.6090], [1.6161, 0.3379, -2.0732], [1.9108, 1.4808, 0.7502], [-2.9137, -1.8687, 2.0149], [2.9937, -0.0028, -2.6566], [1.2114, 1.7513, -2.5169], [-2.0655, 2.2473, 1.6272], [2.8796, 2.3886, 0.2306], [1.4844, 1.6199, 2.0981], [-3.8725, -1.7383, -1.4692], [2.9685, 3.4984, 2.3579], [2.3049, -1.4639, 0.5126], [1.7364, -1.7921, 1.8874], [-2.9063, 2.3588, -1.1130], [1.9996, 2.6138, 2.8865], [-2.8020, 1.0574, 2.2056], [-3.4033, 3.2363, -0.6958], [2.3556, -2.5818, 2.3187], [2.9245, 0.0955, -3.7429], [-4.4421, -1.6193, -0.5492], [-1.1836, 2.4957, 2.2194], [3.8704, -0.2203, 1.4291], [-0.4587, -0.4457, -2.1824], [3.7655, 0.6931, -2.3286], [2.7377, -3.4896, 0.1174], [3.3238, -1.0152, -2.4433], [-2.5091, 2.6495, -2.0877], [3.3783, 4.2804, 2.9864], [-2.8895, -3.9076, 1.2886], [0.3754, -0.4855, -3.6716], [1.7720, -0.9523, 2.5776], [4.3533, -1.8459, 0.9424], [0.2593, 2.0843, -2.1014], [-4.6069, 1.3834, -2.0169], [-3.0987, -2.0355, 3.0780], [0.7736, 0.9188, 2.5218], [0.8144, -1.7014, -2.4451], [-3.4341, -3.8405, -1.1911], [-3.7864, 0.8970, 1.7680], [4.1890, -0.6037, -0.2821], [-2.7042, 3.1323, 1.6185], [4.1847, 4.0243, 0.6520], [2.7728, -2.5331, -1.3447], [-3.8520, -1.6037, 1.5295], [3.2550, 2.2742, -0.7744], [1.6891, 2.7192, 3.9179], [1.9585, 2.5000, -2.2760], [-2.9063, 1.1405, 3.2890], [-4.3891, 0.9492, -0.3095], [1.1176, 1.7389, -3.6043], [-4.5711, -1.8226, -2.3052], [-1.3611, -3.3840, 1.9720], [-2.4438, -3.0695, -2.4177], [0.7165, -2.1801, 1.8326], [1.2244, -3.0131, -0.6149]],
  "charge": 4,
  "multiplicity": 1,
  "homo_lumo_gap_ev": [4.7279, 4.7412],
  "lumo_energy_ha": [-0.582, -0.582]
}

=====

(2)
{
  "formula": "C39H57BaGeN5O7S",
  "method": "ωB97M-V/def2-TZVPD",
  "elements": ["Ba", "Ge", "S", "O", "O", "O", "O", "O", "O", "O", "N", "N", "N", "N", "N", "C", "C", "C", "C", "C", "C", "C", "C", "C", "C", "C", "C", "C", "C", "C", "C", "C", "C", "C", "C", "C", "C", "C", "C", "C", "C", "C", "C", "C", "C", "C", "C", "C", "C", "C", "C", "C", "C", "C", "H", "H", "H", "H", "H", "H", "H", "H", "H", "H", "H", "H", "H", "H", "H", "H", "H", "H", "H", "H", "H", "H", "H", "H", "H", "H", "H", "H", "H", "H", "H", "H", "H", "H", "H", "H", "H", "H", "H", "H", "H", "H", "H", "H", "H", "H", "H", "H", "H", "H", "H", "H", "H", "H", "H", "H", "H"],
  "positions_angstrom": [[0.0778, 0.4063, -0.4611], [2.6350, -0.7321, 0.5562], [0.8137, 2.0494, 10.0424], [-0.9847, 3.0273, 9.9328], [1.2178, 1.8620, 8.6531], [1.7805, -0.9882, -1.1804], [0.7582, -0.9501, 1.4721], [0.4016, 0.8247, 10.6931], [-0.4637, 1.4488, -2.4086], [2.1235, 1.1905, 0.4571], [-1.2255, 3.3270, 0.2951], [-1.2962, 3.4716, -2.9156], [-3.1599, 2.8008, 9.2835], [-0.4089, 0.6476, 3.2987], [-1.4306, 2.4783, 7.7574], [-1.8383, 5.9805, 0.8873], [-0.9014, 3.8708, 1.4692], [-0.5272, -0.8470, 3.4754], [1.7916, -2.1765, -1.9637], [-3.9431, -0.7041, 0.0158], [-0.4543, 2.4573, -3.1304], [-1.2016, 5.1776, 1.8180], [2.9752, -3.0722, -1.5913], [3.0075, 3.2058, 1.4322], [-2.8391, -1.2976, -3.5801], [0.1419, -3.0372, 2.5504], [-3.1019, -2.8074, -1.5695], [-2.1755, 5.4267, -0.3385], [2.5929, 3.0164, -1.0290], [0.6023, -1.5885, 2.7235], [-3.6430, 1.9744, 7.0979], [0.4966, 2.6359, -4.2804], [-3.5689, -0.4846, -1.3080], [-1.8733, 4.0945, -0.5868], [-3.9100, -1.9831, 0.5642], [-4.6603, -1.0988, 2.8444], [3.0339, 2.2610, 0.2292], [0.4857, -2.9485, -1.7432], [-2.2714, 2.0950, 6.8154], [1.8985, -1.5709, 3.5451], [-3.4573, -3.0221, -0.2484], [-5.7115, -3.1285, 1.8307], [0.3749, 1.2901, 4.3672], [-3.1576, -1.5326, -2.1267], [-4.0120, 2.3991, 8.3660], [-2.3172, 3.4409, -1.8762], [4.4627, 1.7499, 0.0296], [-1.7431, 1.2531, 3.2018], [-1.6696, 1.7706, 5.5528], [-1.8247, 2.7590, 9.0022], [-2.3732, 1.6374, 4.3301], [1.8937, -1.7666, -3.4336], [-0.2422, 1.7080, 5.4773], [-4.4148, -2.3142, 1.9547], [2.8330, -1.2428, -3.6147], [3.9121, -2.5202, -1.6840], [-2.5258, 2.3933, -1.6619], [3.6911, 4.0388, 1.2750], [0.9385, -3.6284, 2.0994], [-4.8820, -1.4323, 3.8575], [-0.1104, -3.4766, 3.5157], [0.0882, 0.7442, 2.4043], [2.3256, -0.5680, 3.5764], [3.0174, -3.9412, -2.2455], [-0.4054, 3.2285, 2.1864], [-3.6654, -2.9512, 2.4389], [-5.5171, -0.5242, 2.4893], [2.6350, -2.2371, 3.0951], [1.0654, -1.0999, -3.6863], [1.5761, 3.4001, -0.8959], [-3.2115, 3.9326, -2.2564], [-3.7431, -1.0041, -4.1163], [-4.3311, 0.1284, 0.5905], [2.8736, -3.4205, -0.5605], [-2.0869, 7.0083, 1.1116], [0.3293, 2.0431, 6.3401], [4.7993, 1.2210, 0.9227], [-2.6868, 6.0158, -1.0882], [0.8592, 1.6695, -4.6201], [1.8528, -2.6410, -4.0812], [-2.4538, -2.2034, -4.0455], [1.3476, 3.2238, -3.9321], [-2.1044, -0.4975, -3.6955], [5.1401, 2.5809, -0.1566], [-5.0558, 2.4232, 8.6641], [1.4399, 1.3211, 4.2075], [3.2618, 3.8508, -1.2338], [-1.2415, 4.2907, -3.4985], [-3.7883, -0.4463, 2.8853], [4.5056, 1.0607, -0.8179], [-2.1900, 1.2116, 2.2182], [-0.7356, -3.0721, 1.9017], [-4.3538, 1.5815, 6.3845], [0.3715, -3.1933, -0.6847], [-1.4872, -1.1409, 3.0450], [1.7088, -1.9062, 4.5634], [-6.4703, -2.5444, 1.3081], [-3.4181, -4.0286, 0.1514], [-2.8013, -3.6468, -2.1850], [-0.9503, 5.5457, 2.8022], [0.4888, -3.8767, -2.3127], [-0.3683, -2.3447, -2.0636], [-6.0920, -3.3887, 2.8183], [-0.5272, -1.0711, 4.5397], [-3.6951, 0.5030, -1.7403], [2.0009, 3.5987, 1.5837], [-5.5463, -4.0488, 1.2725], [0.0307, 3.1622, -5.1106], [-3.4074, 1.9481, 4.2612], [3.3179, 2.6730, 2.3320], [2.6058, 2.3341, -1.8833]],
  "charge": 1,
  "multiplicity": 2,
  "homo_lumo_gap_ev": [6.6114, 5.0915],
  "lumo_energy_ha": [-0.098, -0.152],
  "relative_energy_kcal_mol": 0.8
}